DFT (ωB97M-V/def2-TZVPD) results for a molecular structure, C43H50BF6N7O3S3Tl.

Summary:
- Charge: -1
- E_LUMO (alpha / beta): 0.5 / 0.5 eV
- Electronic energy: -4268.5924 Ha
- Kohn-Sham gap (alpha / beta): 0.1261 / 0.1262 hartree
- Energy above the lowest of the compared OMol25 structures with the same formula, charge and spin: 3.049 eV

Atoms and positions in Å:
Tl 0.832 2.186 -4.152
C -2.548 3.646 -1.106
C -2.232 2.389 -0.374
C -2.110 2.386 0.968
C -1.457 1.361 1.659
N -1.230 0.213 1.093
N -1.669 0.096 -0.206
B -1.646 -1.351 -0.637
N -0.566 -2.212 -0.163
N -0.800 -2.622 1.170
C -0.084 -3.639 1.610
C 0.908 -4.214 0.789
C 1.126 -3.831 -0.477
C 2.296 -4.440 -1.251
C 0.289 -2.813 -1.026
S 0.010 -2.543 -2.812
C -0.194 -4.100 3.017
C -1.235 -3.246 3.788
C -0.728 -5.591 2.947
C 1.158 -3.949 3.691
N -2.869 -1.978 -1.162
N -4.069 -1.329 -0.927
C -5.076 -2.131 -0.654
C -5.051 -3.515 -0.955
C -3.935 -4.062 -1.490
C -3.817 -5.533 -1.789
C -2.881 -3.235 -1.780
S -1.819 -3.645 -3.101
C -6.340 -1.465 -0.135
C -7.489 -2.171 -0.810
C -6.371 0.014 -0.536
C -6.377 -1.637 1.366
C -1.934 1.180 -1.064
S -2.083 0.973 -2.741
C -0.862 1.626 3.026
C -0.365 0.344 3.764
C -1.994 2.144 3.949
C 0.281 2.694 2.773
H -3.183 4.301 -0.493
H -2.961 3.385 -2.089
H -1.609 4.214 -1.356
H -2.513 3.211 1.585
H 1.504 -5.063 1.111
H 2.444 -3.875 -2.245
H 2.110 -5.496 -1.407
H 3.208 -4.270 -0.619
H -2.258 -3.364 3.394
H -0.980 -2.216 3.625
H -1.157 -3.439 4.865
H -1.696 -5.562 2.481
H -0.836 -5.981 3.968
H -0.055 -6.306 2.411
H 1.789 -3.074 3.469
H 1.848 -4.818 3.596
H 1.011 -3.843 4.799
H -5.901 -4.090 -0.666
H -2.722 -5.770 -1.719
H -4.216 -5.763 -2.868
H -4.324 -6.142 -1.004
H -7.469 -2.125 -1.928
H -8.445 -1.695 -0.438
H -7.429 -3.190 -0.473
H -6.678 0.217 -1.538
H -5.322 0.499 -0.374
H -7.096 0.566 0.141
H -6.329 -2.700 1.736
H -7.357 -1.248 1.737
H -5.601 -1.055 1.827
H -1.133 -0.444 3.762
H -0.043 0.556 4.837
H 0.502 -0.059 3.230
H -2.754 1.353 4.216
H -2.491 3.013 3.465
H -1.462 2.474 4.859
H 1.178 2.179 2.373
H 0.590 3.113 3.738
H -0.032 3.520 2.202
C 6.295 6.110 -0.374
C 6.462 4.579 -0.373
C 7.195 4.176 0.847
C 7.371 2.647 0.976
C 6.136 1.869 0.694
C 6.082 0.528 1.010
C 4.949 -0.210 0.668
F 4.893 -1.511 0.974
C 3.887 0.379 0.031
C 3.982 1.770 -0.330
C 3.027 2.255 -1.375
O 2.303 1.436 -2.009
C 3.124 3.653 -1.686
C 4.180 4.341 -1.206
N 5.181 3.829 -0.419
C 5.108 2.495 -0.077
C 2.131 4.374 -2.601
O 2.671 5.197 -3.334
O 0.910 4.089 -2.430
H 7.183 6.568 -0.003
H 5.495 6.522 0.215
H 6.261 6.469 -1.432
H 7.045 4.252 -1.236
H 6.647 4.498 1.789
H 8.239 4.595 0.901
H 7.629 2.479 2.018
H 8.179 2.270 0.340
H 6.808 0.075 1.675
H 3.063 -0.220 -0.321
H 4.286 5.360 -1.514
F -0.588 3.812 -6.805
C -0.181 2.528 -6.772
F -1.014 1.702 -7.469
C 1.137 2.575 -7.526
F 1.010 2.720 -8.885
F 1.993 3.505 -7.037
F 1.722 1.274 -7.391

DFT (ωB97M-V/def2-TZVPD) results for 5 unconnected molecules or ions with the total composition C2H13NO4.

Summary:
- Charge: 0
- E_LUMO: 0.7 eV
- Electronic energy: -439.6906 Ha
- Kohn-Sham gap: 0.3748 hartree
- Energy above the lowest of the compared OMol25 structures with the same formula, charge and spin: 0.876 eV
- SMILES string: C=CN.O.O.O.O

Atoms and positions in Å:
C -0.949 -2.173 -0.592
C -0.752 -1.906 0.686
N -0.658 -0.571 1.174
H -1.074 -1.365 -1.306
H -0.970 -3.162 -0.986
H -0.658 -2.689 1.428
H 0.296 -0.206 1.056
H -0.778 -0.553 2.172
H -2.274 0.813 0.195
H -2.257 0.551 -1.334
O -2.264 1.247 -0.664
H 3.437 1.433 1.506
H 2.526 1.376 0.293
O 2.812 0.858 1.053
H 1.027 0.517 -1.118
H 1.012 -1.044 -1.168
O 1.501 -0.265 -1.442
H 0.279 2.966 0.115
H -0.603 1.973 -0.599
O 0.346 2.201 -0.470

DFT (ωB97M-V/def2-TZVPD) results for a molecular structure, H16O8Pt.

Summary:
- Charge: +2
- E_LUMO (alpha / beta): -6.8 / -8.3 eV
- Electronic energy: -730.1521 Ha
- Kohn-Sham gap (alpha / beta): 0.4028 / 0.3228 hartree
- Spin multiplicity: 3
- Energy above the lowest of the compared OMol25 structures with the same formula, charge and spin: 0.209 eV
- Expectation value of S²: 2.00

Atoms and positions in Å:
Pt 0.076 -0.013 0.102
O -0.208 -2.536 0.197
H -1.082 -2.946 0.152
H 0.412 -3.267 0.063
O 0.495 1.157 2.102
H 1.021 1.966 2.171
H -0.223 1.270 2.744
O 2.027 -0.927 0.823
H 2.290 -1.219 1.710
H 2.637 -1.368 0.212
O -1.842 -0.533 -1.540
H -2.629 -1.095 -1.590
H -1.867 -0.013 -2.355
O 1.119 -0.667 -1.908
H 1.561 0.072 -2.345
H 0.908 -1.288 -2.626
O 1.644 1.699 -0.480
H 2.236 2.256 0.045
H 1.744 2.025 -1.385
O -1.757 -0.471 1.458
H -2.648 -0.197 1.189
H -1.883 -1.011 2.255
O -1.197 2.017 -0.240
H -1.527 2.315 -1.099
H -1.307 2.778 0.346

DFT (ωB97M-V/def2-TZVPD) results for 2 unconnected molecules or ions with the total composition C9H8ClO2S.

Summary:
- Charge: -1
- E_LUMO: 3.4 eV
- Electronic energy: -1356.6094 Ha
- Kohn-Sham gap: 0.2332 hartree
- Energy above the lowest of the compared OMol25 structures with the same formula, charge and spin: 0.868 eV

Atoms and positions in Å:
C 0.908 -0.332 2.868
C -0.236 -1.088 2.633
C 1.359 0.537 1.926
C -0.934 -1.072 1.452
C 0.677 0.565 0.698
C -0.411 -0.247 0.426
C 0.478 -2.784 -2.142
C -0.937 2.295 -1.948
C -0.869 0.794 -2.431
O -0.240 -3.014 -2.989
O 1.133 -2.747 -1.222
S -1.278 -0.245 -1.141
Cl 0.857 0.487 -3.099
H 1.289 -0.429 3.933
H -0.490 -1.845 3.356
H 2.304 1.114 1.918
H -1.878 -1.439 1.185
H 1.176 1.280 0.119
H -0.347 3.024 -2.505
H -0.563 2.529 -0.945
H -1.998 2.617 -2.091

DFT (ωB97M-V/def2-TZVPD) results for a molecular structure, C23H37N2O2P3Pb.

Summary:
- Charge: +4
- E_LUMO (alpha / beta): -15.1 / -15.2 eV
- Electronic energy: -2373.7854 Ha
- Kohn-Sham gap (alpha / beta): 0.1568 / 0.1141 hartree
- Energy above the lowest of the compared OMol25 structures with the same formula, charge and spin: 0.356 eV

Atoms and positions in Å:
P -1.357 0.861 3.106
C -0.200 0.478 4.479
H -0.628 0.666 5.471
H 0.705 1.095 4.366
H 0.076 -0.586 4.418
C -1.600 2.678 3.223
H -2.335 2.992 2.462
H -0.624 3.149 3.014
H -1.951 2.993 4.217
C -2.965 0.166 3.635
H -3.343 0.620 4.558
H -2.866 -0.917 3.797
H -3.692 0.345 2.826
P -1.124 -2.963 -1.526
C -0.347 -4.579 -1.132
H -0.852 -5.404 -1.650
H -0.415 -4.749 -0.045
H 0.710 -4.544 -1.445
C -2.909 -3.247 -1.201
H -3.497 -2.409 -1.613
H -3.057 -3.304 -0.109
H -3.251 -4.186 -1.657
C -1.058 -2.860 -3.353
H -1.574 -3.708 -3.822
H -0.004 -2.866 -3.667
H -1.537 -1.917 -3.666
P 2.318 1.831 -1.845
C 4.123 1.580 -1.754
H 4.661 2.427 -2.200
H 4.389 0.663 -2.306
H 4.421 1.478 -0.697
C 1.954 2.219 -3.588
H 2.680 2.932 -3.997
H 0.942 2.650 -3.657
H 2.007 1.287 -4.172
C 1.981 3.414 -0.985
H 2.585 4.233 -1.402
H 2.234 3.309 0.083
H 0.908 3.661 -1.083
Pb -1.437 0.860 -0.731
C -0.933 -1.349 1.199
O -0.687 -2.211 1.921
C 1.331 -0.550 -1.650
O 1.965 -1.512 -1.815
C -2.337 1.752 -2.913
C -2.062 2.882 -2.104
C -2.689 3.012 -0.840
C -3.618 2.035 -0.402
C -3.885 0.905 -1.212
C -3.239 0.762 -2.462
H -1.876 1.669 -3.900
H -1.407 3.676 -2.476
H -2.513 3.905 -0.231
H -4.164 2.181 0.535
H -4.625 0.168 -0.891
H -3.471 -0.098 -3.099
N 6.121 -2.611 3.728
C 5.188 -2.208 3.147
C 4.022 -1.740 2.419
C 3.668 -0.389 2.444
C 2.535 0.024 1.736
N 1.796 -0.836 1.042
C 2.124 -2.117 1.007
C 3.235 -2.635 1.682
H 4.252 0.344 2.999
H 2.240 1.076 1.743
H 1.495 -2.786 0.416
H 3.466 -3.699 1.624

DFT (ωB97M-V/def2-TZVPD) results for a molecular structure, C42H48MnN6O4Si2.

Summary:
- Charge: -2
- E_LUMO (alpha / beta): 4.2 / 4.2 eV
- Electronic energy: -3988.8051 Ha
- Kohn-Sham gap (alpha / beta): 0.1208 / 0.2331 hartree
- Spin multiplicity: 6
- Energy above the lowest of the compared OMol25 structures with the same formula, charge and spin: 0.304 eV
- Expectation value of S²: 8.94

Atoms and positions in Å:
Mn 1.031 -0.330 0.302
C 0.835 1.789 0.243
Si -0.433 2.999 -0.352
C -2.151 2.596 0.369
N -2.363 1.149 0.323
C -3.133 0.692 -0.820
C -4.634 0.999 -0.693
C -5.169 0.393 0.607
C -4.339 0.873 1.800
C -2.858 0.557 1.554
C -0.473 3.283 -2.231
C -1.646 3.421 -2.972
C -1.618 3.697 -4.333
C -0.403 3.851 -4.982
C 0.780 3.721 -4.266
C 0.739 3.435 -2.910
C -0.009 4.748 0.318
C 0.312 5.838 -0.493
C 0.676 7.065 0.044
C 0.729 7.237 1.420
C 0.413 6.169 2.249
C 0.054 4.948 1.701
H 0.888 1.927 1.332
H 1.814 2.108 -0.134
H -2.972 3.160 -0.101
H -2.136 2.914 1.416
H -3.013 -0.392 -0.884
H -2.718 1.128 -1.732
H -5.164 0.585 -1.556
H -4.801 2.083 -0.683
H -5.092 -0.697 0.540
H -6.226 0.645 0.745
H -4.678 0.392 2.723
H -4.471 1.956 1.920
H -2.720 -0.524 1.469
H -2.236 0.895 2.386
H -2.607 3.318 -2.478
H -2.543 3.789 -4.889
H -0.374 4.074 -6.043
H 1.734 3.836 -4.765
H 1.671 3.322 -2.366
H 0.279 5.727 -1.571
H 0.925 7.892 -0.611
H 1.021 8.191 1.843
H 0.456 6.289 3.326
H -0.170 4.118 2.365
O 0.233 -0.449 2.181
N 0.447 -1.546 2.764
N 1.075 -2.392 2.045
O 1.444 -2.120 0.813
C 1.424 -3.648 2.570
C 2.128 -4.538 1.765
C 2.492 -5.773 2.269
C 2.162 -6.137 3.567
C 1.455 -5.243 4.363
C 1.086 -4.004 3.878
H 2.380 -4.238 0.758
H 3.042 -6.461 1.639
H 2.457 -7.102 3.959
H 1.195 -5.516 5.378
H 0.540 -3.297 4.485
C 1.351 0.189 -3.019
C 0.228 -0.769 -2.800
C -0.402 -1.354 -3.887
C -1.381 -2.319 -3.651
C -1.716 -2.637 -2.363
C -1.095 -1.970 -1.259
N -0.104 -1.050 -1.530
N -1.476 -2.145 -0.001
Si -2.480 -3.338 0.633
C -1.726 -5.087 0.576
C -4.226 -3.604 -0.134
C -2.902 -2.935 2.440
H 1.321 0.609 -4.025
H 2.303 -0.338 -2.877
H 1.305 0.985 -2.280
H -0.117 -1.072 -4.891
H -1.874 -2.810 -4.484
H -2.476 -3.376 -2.145
H -1.709 -5.471 -0.448
H -2.282 -5.799 1.194
H -0.692 -5.069 0.929
H -4.191 -4.116 -1.100
H -4.738 -2.651 -0.293
H -4.850 -4.203 0.536
H -2.100 -2.376 2.925
H -3.072 -3.851 3.014
H -3.814 -2.333 2.499
O 2.901 0.425 1.871
C 3.658 0.113 0.907
N 3.140 -0.252 -0.311
C 4.136 -0.701 -1.155
O 3.995 -1.149 -2.316
C 5.403 -0.544 -0.434
C 6.714 -0.826 -0.790
C 7.725 -0.573 0.126
C 7.426 -0.030 1.400
C 6.122 0.244 1.772
C 5.098 -0.019 0.862
H 6.936 -1.238 -1.769
H 8.756 -0.796 -0.131
H 8.238 0.173 2.092
H 5.902 0.661 2.749

DFT (ωB97M-V/def2-TZVPD) results for a molecular structure, CH4HgIO.

Summary:
- Charge: +1
- E_LUMO: -9.2 eV
- Electronic energy: -566.4930 Ha
- Kohn-Sham gap: 0.1495 hartree
- Energy above the lowest of the compared OMol25 structures with the same formula, charge and spin: 0.000 eV

Atoms and positions in Å:
Hg 0.742 -3.946 2.162
I -0.821 -1.555 2.275
C 0.226 0.905 -0.989
O -0.677 1.364 -0.008
H 1.269 0.987 -0.667
H -0.086 0.004 -1.524
H 0.206 1.628 -1.818
H -0.860 0.614 0.569

DFT (ωB97M-V/def2-TZVPD) results for a molecular structure, C3H2CoO2.

Summary:
- Charge: +3
- E_LUMO (alpha / beta): -17.3 / -18.7 eV
- Electronic energy: -1647.0876 Ha
- Kohn-Sham gap (alpha / beta): 0.4174 / 0.4036 hartree
- Spin multiplicity: 5
- Energy above the lowest of the compared OMol25 structures with the same formula, charge and spin: 0.966 eV
- Expectation value of S²: 6.01

Atoms and positions in Å:
O 0.299 1.314 -0.058
O 0.387 -0.829 0.023
C -1.006 1.013 -0.061
C -1.027 -0.438 0.045
C 1.105 0.207 0.016
H -1.500 -0.821 0.961
Co 3.270 0.266 0.007
H -1.528 -0.712 -0.934

DFT (ωB97M-V/def2-TZVPD) results for a molecular structure, C42H45N5O3PPtS5.

Summary:
- Charge: +1
- E_LUMO (alpha / beta): -1.9 / -4.8 eV
- Electronic energy: -4578.2514 Ha
- Kohn-Sham gap (alpha / beta): 0.2943 / 0.1923 hartree
- Spin multiplicity: 5
- Energy above the lowest of the compared OMol25 structures with the same formula, charge and spin: 0.910 eV
- Expectation value of S²: 6.02

Atoms and positions in Å:
Pt -0.043 -0.977 -0.372
N 8.099 -0.131 0.108
C 6.856 -0.682 -0.037
C 5.761 0.119 -0.396
C 4.507 -0.437 -0.527
C 4.318 -1.795 -0.297
C 5.388 -2.594 0.076
C 6.649 -2.045 0.198
S 2.732 -2.496 -0.489
O 2.782 -3.880 -0.127
O 2.246 -2.129 -1.803
N 1.729 -1.628 0.496
C 1.914 -1.626 1.870
N 2.979 -2.250 2.369
C 3.112 -2.209 3.687
C 2.209 -1.555 4.512
C 1.158 -0.923 3.877
N 0.994 -0.944 2.558
H 8.274 0.804 -0.210
H 8.898 -0.728 0.218
H 5.908 1.176 -0.571
H 3.668 0.190 -0.799
H 5.223 -3.643 0.274
H 7.484 -2.670 0.483
H 3.977 -2.719 4.096
H 2.328 -1.529 5.584
H 0.412 -0.375 4.444
S -1.909 0.557 -0.979
C -0.853 0.885 -2.348
C -1.257 1.416 -3.561
C -0.323 1.466 -4.583
C 0.961 0.983 -4.369
C 1.282 0.468 -3.124
N 0.396 0.449 -2.131
H -2.277 1.740 -3.703
H -0.604 1.858 -5.551
H 1.701 0.986 -5.154
H 2.253 0.044 -2.906
O -0.863 -2.030 -1.835
C -1.517 -3.292 -1.564
C -1.027 -4.288 -2.581
C 0.163 -4.284 -3.241
C 0.297 -5.407 -4.105
C -0.790 -6.224 -4.069
S -1.996 -5.640 -3.008
C -1.165 -3.707 -0.166
C -0.368 -4.716 0.252
C -0.098 -4.661 1.658
C -0.675 -3.599 2.264
S -1.592 -2.654 1.155
C -2.990 -3.015 -1.739
C -4.022 -3.530 -1.013
C -5.291 -3.136 -1.518
C -5.182 -2.335 -2.611
S -3.554 -2.059 -3.049
H 0.919 -3.531 -3.094
H 1.164 -5.595 -4.718
H -0.953 -7.138 -4.612
H 0.052 -5.448 -0.420
H 0.514 -5.382 2.177
H -0.639 -3.322 3.303
H -3.882 -4.178 -0.162
H -6.233 -3.438 -1.089
H -5.978 -1.888 -3.181
C -2.794 3.232 3.267
C -2.377 2.114 2.309
C -3.649 1.409 1.812
C -1.487 1.100 3.025
P -1.487 2.734 0.810
C -2.491 4.076 0.126
C -2.635 5.301 0.784
C -3.394 6.316 0.229
C -4.025 6.122 -0.994
C -3.892 4.913 -1.656
C -3.127 3.897 -1.100
C 0.235 3.361 1.129
C 0.590 4.300 -0.033
C 1.213 2.161 1.115
C 0.382 4.120 2.452
H -3.262 2.767 4.138
H -3.532 3.895 2.816
H -1.956 3.828 3.623
H -4.251 1.150 2.685
H -3.432 0.483 1.282
H -4.255 2.047 1.168
H -2.106 0.505 3.700
H -0.720 1.591 3.628
H -0.981 0.413 2.345
H -2.151 5.471 1.737
H -3.495 7.257 0.750
H -4.620 6.915 -1.425
H -4.382 4.757 -2.607
H -3.030 2.956 -1.625
H 0.468 3.812 -1.003
H 1.641 4.576 0.068
H -0.005 5.211 -0.035
H 0.805 1.262 0.636
H 1.535 1.886 2.117
H 2.095 2.427 0.532
H -0.218 5.028 2.475
H 1.428 4.416 2.555
H 0.130 3.508 3.318

DFT (ωB97M-V/def2-TZVPD) results for 2 unconnected molecules or ions with the total composition C10H11FO2S.

Summary:
- Charge: 0
- E_LUMO (alpha / beta): -0.6 / 0.2 eV
- Electronic energy: -1035.8088 Ha
- Kohn-Sham gap (alpha / beta): 0.2841 / 0.3078 hartree
- Energy above the lowest of the compared OMol25 structures with the same formula, charge and spin: 11.064 eV

Atoms and positions in Å:
C 0.563 2.760 -0.365
C -0.176 2.434 -1.366
C -1.324 1.790 1.242
C -2.022 1.489 0.200
C 0.052 1.644 0.589
C -0.869 1.309 -0.755
C 0.232 0.354 -0.085
C -0.803 -1.535 1.792
C 1.525 -1.462 -1.184
C 1.612 -0.010 -0.777
O 2.915 -1.014 1.371
O 2.862 1.444 1.009
F 4.118 -0.159 -0.421
S 2.798 0.127 0.566
H 1.341 3.480 -0.124
H -0.451 2.900 -2.315
H -1.681 1.929 2.297
H -3.070 1.309 -0.001
H -1.217 -0.687 2.356
H 0.079 -2.016 2.006
H -1.347 -1.606 0.931
H 0.817 -2.084 -0.671
H 2.529 -1.823 -1.299
H 1.186 -1.472 -2.204
H 1.873 0.646 -1.615